Entry 1:
{"formula": "C6H4F6N2O", "method": "ωB97M-V/def2-TZVPD", "species": ["C", "C", "C", "C", "C", "C", "N", "N", "O", "F", "F", "F", "F", "F", "F", "H", "H", "H", "H"], "positions_angstrom": [[-0.302936, -0.782814, 0.665316], [0.972875, -0.415057, 0.688764], [-0.121666, 1.007230, -0.553034], [-2.415065, 0.041628, -0.588536], [-2.922696, -1.233739, 0.143015], [-3.326163, 1.258225, -0.121206], [-0.979459, 0.169889, 0.018068], [1.055335, 0.660422, -0.141303], [-2.265547, 0.033371, -1.836345], [-2.086803, -2.161389, -0.289679], [-4.182709, -1.525718, -0.114734], [-2.733453, -1.222457, 1.539559], [-2.622036, 2.387739, -0.425796], [-4.407916, 1.274909, -0.868269], [-3.626756, 1.377536, 1.208429], [-0.621612, -1.531136, 1.289937], [1.854766, -0.952081, 0.889710], [-0.291249, 1.623623, -1.464533], [1.862887, 1.275597, -0.135845]], "forces_ev_per_a": [[1.44, 0.80, 1.66], [1.29, -0.14, -1.04], [-1.70, 0.59, -1.60], [-0.91, 0.91, 0.49], [0.82, 0.33, 0.74], [1.68, 0.80, 0.11], [-1.37, 0.81, -0.79], [2.87, 1.08, 0.70], [-0.67, -0.45, -0.63], [-0.57, -1.93, -0.45], [0.17, -0.19, 0.17], [-0.94, 0.18, -1.36], [-0.21, 0.07, 0.18], [-0.65, -0.04, 0.48], [-0.15, -0.43, -1.04], [-1.33, -1.47, 0.70], [0.71, -0.40, 0.87], [-0.34, -0.21, 1.43], [-0.13, -0.31, -0.63]], "lowdin_charge": [-0.05, -0.03, -0.04, -0.48, -0.52, -0.52, 0.10, 0.10, -0.02, 0.15, 0.20, 0.08, 0.11, 0.19, 0.13, 0.12, 0.12, 0.19, 0.18], "total_charge": 0, "orbital_gap_ev": 9.0, "mol_weight_g_mol": 234.099, "homo_ev": -8.925, "e_above_lowest_kj_mol": 85.14, "spin_multiplicity": 1}

***

Entry 2:
{"formula": "C6H4I3N", "method": "ωB97M-V/def2-TZVPD", "species": ["C", "C", "C", "C", "C", "C", "N", "I", "I", "I", "H", "H", "H", "H"], "positions_angstrom": [[0.524879, 0.696687, 0.583482], [0.971463, 0.452693, -0.678726], [0.279167, -0.384142, 1.396864], [0.896178, -0.804611, -1.240761], [0.200029, -1.553340, 0.732216], [-1.432532, 1.711073, -1.070729], [0.441353, -1.764319, -0.561866], [-1.971520, 3.354468, 0.078100], [-0.395937, -3.373071, 1.771557], [-2.773183, 0.161580, -0.903359], [0.452912, 1.719404, 0.969934], [1.274331, 1.212122, -1.396225], [0.243294, -0.259156, 2.502316], [1.289567, -1.169389, -2.182803]], "forces_ev_per_a": [[0.87, 1.32, 0.54], [0.28, 1.46, -2.50], [-0.05, 0.67, 1.80], [1.49, 1.02, -1.10], [-0.69, -2.94, -0.10], [-0.16, 0.21, -0.57], [-1.46, -3.18, 3.00], [-0.13, 0.20, 0.22], [0.26, 0.87, -0.28], [-0.19, -0.22, 0.06], [0.34, -0.47, -0.11], [-0.03, 0.36, 0.62], [-0.47, -0.36, -1.08], [-0.06, 1.05, -0.50]], "lowdin_charge": [-0.17, -0.13, -0.16, -0.19, -0.75, -1.20, 0.01, 0.67, 0.73, 0.74, 0.08, 0.11, 0.13, 0.13], "total_charge": 0, "orbital_gap_ev": [7.1, 7.1], "mol_weight_g_mol": 470.817, "homo_ev": [-8.661, -8.661], "spin_multiplicity": 1}

***

Entry 3:
{"formula": "C6H4N4", "method": "ωB97M-V/def2-TZVPD", "species": ["C", "C", "C", "N", "N", "C", "N", "C", "C", "N", "H", "H", "H", "H"], "positions_angstrom": [[-2.186373, -0.652219, 0.095993], [-1.038929, -1.358173, -0.004214], [0.172509, -0.627149, -0.226094], [1.305558, -1.424752, -0.198685], [2.448034, -0.822415, -0.009010], [2.550018, 0.528005, 0.065967], [1.520545, 1.361754, 0.122143], [0.323014, 0.742249, -0.160560], [-1.039002, 1.438166, -0.133399], [-2.108771, 0.783225, -0.108245], [-3.161772, -1.004513, 0.544380], [-1.316078, -2.500160, 0.168932], [3.619652, 0.974805, 0.046256], [-1.088409, 2.561178, -0.203467]], "forces_ev_per_a": [[0.49, 2.86, 0.53], [-3.11, -1.95, -0.03], [2.11, -2.52, 0.41], [0.39, 1.48, 0.88], [0.21, -0.65, -1.09], [0.38, 0.95, 0.13], [-0.72, -1.03, -1.61], [-1.90, 1.64, 1.61], [3.22, 0.92, -0.59], [-2.56, -2.15, 0.91], [1.25, 0.32, -1.14], [2.07, 2.29, -0.54], [-2.01, -0.97, 0.48], [0.17, -1.17, 0.05]], "lowdin_charge": [-0.10, -0.04, -0.23, 0.09, 0.02, -0.19, 0.13, -0.17, -0.10, 0.05, 0.12, 0.16, 0.14, 0.13], "total_charge": 0, "orbital_gap_ev": 8.6, "mol_weight_g_mol": 132.126, "homo_ev": -9.507, "smiles": "c1cc2nncnc2cn1", "e_above_lowest_kj_mol": 151.35, "spin_multiplicity": 1}

***

Entry 4:
{"formula": "C6H4N5O5Sr", "method": "ωB97M-V/def2-TZVPD", "species": ["O", "C", "Sr", "O", "C", "C", "O", "C", "O", "C", "O", "H", "N", "N", "N", "C", "N", "N", "H", "H", "H"], "positions_angstrom": [[-2.732695, -3.650828, -1.439574], [-2.161845, -2.860822, -0.822348], [0.211190, -1.705548, 0.283873], [-0.334433, -1.733425, -3.442502], [-0.142388, -1.745411, -2.289226], [1.205416, 0.684575, -0.461395], [1.790158, 1.620043, -0.800530], [-0.655899, 0.490170, 1.790967], [-0.644100, 1.581118, 2.274570], [-1.627654, 0.836541, -0.846536], [-2.040674, 1.851290, -1.167581], [-1.748429, -0.212542, 0.919229], [4.581427, -2.917005, 2.791460], [3.685963, -1.894080, 2.515418], [3.978325, -0.631773, 2.848937], [2.965744, 0.053518, 2.310135], [2.139766, -0.769314, 1.632187], [2.622643, -2.080102, 1.784921], [4.024369, -3.768205, 2.771483], [5.157130, -2.552055, 3.560797], [3.016930, 1.191570, 2.391693]], "forces_ev_per_a": [[1.68, 2.86, 2.18], [-1.93, -3.15, -2.12], [-1.18, 1.61, 1.95], [0.85, -0.05, 5.70], [-0.60, 0.23, -6.90], [2.17, 2.80, -1.78], [-1.91, -2.70, 1.30], [1.96, 1.83, 0.74], [-1.31, -3.12, -1.62], [-0.07, 1.43, -1.45], [0.29, -1.53, 0.92], [-0.60, 0.21, 0.84], [-0.74, 1.38, -0.50], [0.48, 0.68, -0.23], [-0.52, -1.45, -0.14], [0.62, 0.04, -0.45], [0.84, -1.31, 0.53], [0.34, 3.46, 0.62], [0.79, -0.11, 0.86], [-0.40, -1.17, -0.10], [-0.77, -1.94, -0.33]], "lowdin_charge": [0.11, -0.03, 1.18, 0.12, -0.08, -0.12, 0.11, -0.33, -0.02, -0.10, 0.10, -0.06, 0.15, -0.29, 0.14, -0.16, -0.17, 0.03, 0.12, 0.13, 0.17], "total_charge": 1, "orbital_gap_ev": 5.3, "mol_weight_g_mol": 313.748, "homo_ev": -9.771, "e_above_lowest_kj_mol": 156.37, "spin_multiplicity": 1}

***

Entry 5:
{"formula": "C6H4NO6S", "method": "ωB97M-V/def2-TZVPD", "species": ["C", "C", "C", "C", "C", "C", "N", "O", "O", "O", "O", "O", "O", "S", "H", "H", "H", "H"], "positions_angstrom": [[0.654225, 0.829819, -2.867423], [1.678689, 0.696142, -1.854661], [-0.280330, 1.627445, -2.336955], [1.264455, 1.447455, -0.813389], [-0.761420, -1.243664, 0.873552], [-1.071564, -2.099027, 2.074467], [-2.091138, -1.666759, 2.883088], [0.182963, -0.627684, 1.500877], [-2.235475, -2.201454, 3.993725], [-1.185216, -1.020637, -0.249786], [-2.854695, -0.779152, 2.444330], [3.201483, 1.605012, 0.891045], [0.061372, 2.015545, -1.113623], [1.757303, 1.869412, 0.845581], [0.580745, 0.201407, -3.686887], [2.626303, 0.145510, -2.099403], [-1.221953, 1.949260, -2.985294], [-0.305748, -2.748628, 2.500756]], "forces_ev_per_a": [[1.09, -0.02, 2.15], [1.26, -0.80, -1.52], [-2.33, 0.22, -2.92], [-0.25, 0.33, 0.74], [1.10, 1.39, 0.31], [0.07, -0.05, -0.84], [-0.44, 0.06, -0.43], [-0.07, -0.06, -0.38], [-0.05, -0.10, 0.45], [-0.24, -1.02, 0.60], [0.27, -0.30, 0.37], [1.28, -0.19, 0.27], [-0.72, 0.84, 0.45], [-0.98, -0.21, -1.03], [-0.09, -0.58, -1.70], [-1.14, 0.66, 1.07], [1.87, -0.33, 2.54], [-0.63, 0.17, -0.11]], "lowdin_charge": [-0.09, -0.05, -0.16, -0.51, -0.65, 0.05, -0.44, -0.03, -0.04, 0.03, 0.00, -0.57, -0.04, 0.99, 0.08, 0.13, 0.17, 0.12], "total_charge": -1, "orbital_gap_ev": [6.4, 7.8], "mol_weight_g_mol": 218.166, "homo_ev": [-4.401, -5.037], "e_above_lowest_kj_mol": 319.91, "spin_multiplicity": 1}

***

Entry 6:
{"formula": "C6H4O", "method": "ωB97M-V/def2-TZVPD", "species": ["C", "C", "C", "C", "C", "C", "O", "H", "H", "H", "H"], "positions_angstrom": [[3.008455, 0.045122, 0.015507], [1.825264, -0.171154, -0.022307], [0.405787, -0.397530, -0.064024], [-0.466353, 0.615018, 0.113152], [-1.891141, 0.400634, 0.071098], [-3.090786, -0.011788, -0.006178], [0.071895, -1.685399, -0.293021], [4.061133, 0.233674, 0.047436], [-0.094868, 1.615469, 0.290031], [-2.696078, 1.274087, 0.206287], [-0.893050, -1.774064, -0.318370]], "forces_ev_per_a": [[-0.38, -0.09, -0.02], [0.38, 0.11, 0.02], [0.02, 0.30, 0.05], [0.07, -0.09, -0.02], [-0.18, -0.30, -0.05], [0.56, 0.16, 0.04], [-0.19, 0.05, 0.01], [-0.25, -0.05, -0.01], [-0.01, -0.16, -0.03], [-0.12, 0.09, 0.01], [0.12, -0.01, 0.00]], "lowdin_charge": [0.15, -0.05, -0.36, -0.05, -0.24, 0.09, 0.09, 0.04, 0.12, 0.09, 0.11], "total_charge": 0, "orbital_gap_ev": 9.2, "mol_weight_g_mol": 92.097, "homo_ev": -8.979, "e_above_lowest_kj_mol": 429.71, "spin_multiplicity": 1}

***

Entry 7:
{"formula": "C6H4O", "method": "ωB97M-V/def2-TZVPD", "species": ["C", "C", "C", "C", "C", "C", "O", "H", "H", "H", "H"], "positions_angstrom": [[3.649351, 0.144948, 0.165244], [2.451900, -0.074002, 0.283490], [1.147961, -0.436216, 0.584866], [0.073111, 0.087358, -0.189098], [-1.227575, -0.153024, 0.117991], [-2.630218, -0.082569, -0.196425], [-2.022776, -0.568126, 1.070006], [4.698400, 0.339270, 0.079365], [0.140555, 0.773520, -1.026689], [-3.102053, -0.882486, -0.765803], [-3.178654, 0.851329, -0.122944]], "forces_ev_per_a": [[-0.41, 0.01, 0.00], [0.18, -0.06, 0.02], [-0.46, 0.39, -0.21], [0.26, -0.02, 0.47], [-0.02, 0.11, 0.03], [-0.15, 0.03, -0.06], [0.23, -0.34, 0.00], [-0.29, -0.06, 0.00], [0.36, -0.17, -0.41], [0.20, 0.20, 0.03], [0.11, -0.08, 0.13]], "lowdin_charge": [0.12, -0.22, -0.01, -0.12, -0.27, 0.02, 0.11, 0.02, 0.11, 0.12, 0.12], "total_charge": 0, "orbital_gap_ev": 6.8, "mol_weight_g_mol": 92.097, "homo_ev": -7.773, "e_above_lowest_kj_mol": 501.24, "spin_multiplicity": 1}

***

Entry 8:
{"formula": "C6H4O", "method": "ωB97M-V/def2-TZVPD", "species": ["C", "C", "C", "C", "O", "C", "C", "H", "H", "H", "H"], "positions_angstrom": [[1.153851, 1.497421, -0.366078], [-1.954653, 1.443848, -0.328186], [-1.234630, 0.426045, -0.106690], [-0.190603, -0.394451, 0.127031], [1.038219, 0.089760, 0.058938], [-0.411409, -1.785270, 0.451545], [-0.822395, -2.895683, 0.693787], [1.112995, 1.524315, -1.459946], [2.121628, 1.785323, 0.025104], [0.378912, 2.190751, -0.002796], [-1.191916, -3.882058, 0.907292]], "forces_ev_per_a": [[0.27, -0.14, 0.00], [0.11, -0.62, 0.08], [-0.81, 0.47, -0.16], [-0.14, 0.27, -0.06], [-0.42, 0.20, 0.02], [-0.02, -0.31, 0.09], [0.34, 0.66, -0.14], [0.13, -0.10, 0.22], [0.16, 0.02, -0.20], [0.19, -0.79, 0.21], [0.20, 0.35, -0.07]], "lowdin_charge": [-0.02, 0.08, -0.20, -0.33, -0.02, -0.02, 0.18, 0.11, 0.09, 0.08, 0.05], "total_charge": 0, "orbital_gap_ev": 8.5, "mol_weight_g_mol": 92.097, "homo_ev": -9.807, "e_above_lowest_kj_mol": 492.49, "spin_multiplicity": 1}

***

Entry 9:
{"formula": "C6H4O", "method": "ωB97M-V/def2-TZVPD", "species": ["C", "C", "C", "O", "C", "C", "C", "H", "H", "H", "H"], "positions_angstrom": [[0.904706, 2.847164, -1.158976], [0.635319, 2.224742, -0.162650], [0.206052, 1.446863, 1.006502], [0.211984, 1.889189, 2.133838], [-0.181253, 0.088683, 0.668087], [-0.345058, -1.061679, 0.331974], [-0.578817, -2.435534, -0.105111], [1.089639, 3.410252, -2.052034], [-1.652739, -2.631393, -0.154814], [-0.140985, -3.158286, 0.586903], [-0.148847, -2.620000, -1.093718]], "forces_ev_per_a": [[-0.24, -0.21, 0.35], [-0.03, 0.35, -0.36], [0.21, 0.05, 0.10], [-0.06, -0.11, -0.47], [0.05, -0.79, -0.16], [0.03, 0.66, 0.11], [-0.01, -0.07, 0.00], [0.07, -0.16, 0.29], [0.08, 0.03, -0.01], [-0.02, 0.14, 0.03], [-0.07, 0.13, 0.11]], "lowdin_charge": [0.15, -0.03, -0.45, 0.11, 0.06, -0.04, -0.09, 0.04, 0.08, 0.08, 0.08], "total_charge": 0, "orbital_gap_ev": 10.0, "mol_weight_g_mol": 92.097, "homo_ev": -10.240, "smiles": "C#CC(=O)C#CC", "e_above_lowest_kj_mol": 222.98, "spin_multiplicity": 1}

***

Entry 10:
{"formula": "C6H4O", "method": "ωB97M-V/def2-TZVPD", "species": ["C", "C", "C", "C", "C", "C", "O", "H", "H", "H", "H"], "positions_angstrom": [[2.356839, -0.174582, -0.347341], [1.736775, 0.289536, 0.633938], [0.420899, 0.191187, 1.139019], [-0.481224, 1.061788, 0.538559], [-1.241304, 0.298091, -0.366422], [-0.830361, -1.001519, -0.193459], [0.036908, -1.114363, 0.804550], [1.476867, -0.430609, -1.009661], [-0.436966, 2.141798, 0.601863], [-1.927262, 0.660600, -1.117027], [-1.111171, -1.921932, -0.684018]], "forces_ev_per_a": [[-0.46, 0.17, 0.89], [0.26, -0.15, -0.68], [-0.17, 0.17, -0.02], [0.10, -0.03, -0.01], [-0.17, -0.11, 0.07], [-0.70, -0.01, 0.34], [-0.06, -0.13, -0.28], [1.31, 0.31, -0.57], [0.11, -0.21, -0.07], [-0.03, -0.07, 0.17], [-0.20, 0.07, 0.15]], "lowdin_charge": [0.02, -0.04, -0.27, -0.01, -0.04, -0.11, 0.00, 0.06, 0.13, 0.11, 0.14], "total_charge": 0, "orbital_gap_ev": [8.7, 8.7], "mol_weight_g_mol": 92.097, "homo_ev": [-8.766, -8.767], "smiles": "C#Cc1ccco1", "e_above_lowest_kj_mol": 443.33, "spin_multiplicity": 1}